C4H12 | the ωB97M-V functional and the def2-TZVPD basis

Properties
HOMO energy ... -11.76 eV
2S+1 ... 1
Calculated total energy ... -159.5783 Eh
Energy above the lowest of the compared OMol25 structures with the same formula, charge and spin ... 4.2 kcal per mole
Structure (SMILES) ... CC.CC
Kohn-Sham gap ... 12.85 eV

Each line ends with the Mulliken charge.
Atoms and positions in Å:
C (-2.46, 0.31, 1.10)  -0.7434
C (-2.18, 1.66, 0.44)  -0.7740
H (-1.81, -0.50, 0.76)  0.2030
H (-2.35, 0.34, 2.19)  0.2652
H (-3.48, 0.01, 0.87)  0.2793
H (-1.18, 1.79, 0.04)  0.2456
H (-2.40, 2.51, 1.09)  0.2644
H (-2.82, 1.80, -0.44)  0.2607
C (1.84, -1.46, -0.43)  -0.7691
C (2.80, -0.51, -1.13)  -0.8426
H (1.30, -0.97, 0.38)  0.2108
H (1.13, -1.97, -1.08)  0.2836
H (2.38, -2.24, 0.11)  0.2908
H (2.33, 0.09, -1.92)  0.2669
H (3.25, 0.20, -0.43)  0.2689
H (3.65, -1.03, -1.57)  0.2898